No. 1
Below is a 2-piece molecular cluster, C4H8NS6 overall in a non-equilibrium geometry, with properties calculated with wB97M-V/def2-TZVPD.

Electronic energy   -70769.1157 eV
Kohn-Sham gap (alpha / beta)   0.2484 / 0.2484 Ha
E_HOMO (alpha / beta)   -12.66 / -12.66 eV
Max |F|   4.43 eV Å⁻¹
Total charge   +1

Last column: natural (NBO) charge in e.
Geometry (Å):
C  -1.604  0.958  -0.914  -0.542
C  0.610  -0.915  -0.951  -0.394
C  1.174  0.747  0.887  -0.535
C  0.448  -0.484  0.405  0.378
N  -0.294  -1.252  1.188  -0.705
S  -3.240  0.704  -1.205  0.259
S  1.688  -0.155  -1.968  0.193
S  -0.888  2.286  -1.659  0.193
S  -0.372  -2.285  -1.590  0.098
S  2.755  -0.203  1.300  0.138
S  0.256  1.599  2.177  0.042
H  1.337  1.303  -0.009  0.281
H  -0.410  -0.949  2.129  0.432
H  -0.212  -2.213  0.915  0.425
H  -3.312  -0.378  -0.523  0.117
H  -1.763  2.671  -2.673  0.123
H  0.228  -2.362  -2.805  0.194
H  2.302  -0.946  2.311  0.132
H  1.298  1.876  2.985  0.170

No. 2
Below is a 2-piece molecular cluster, C15H32BNO overall in a non-equilibrium geometry, with properties calculated with wB97M-V/def2-TZVPD.

Electronic energy   -20280.7837 eV
Kohn-Sham gap   0.1281 Ha
E_HOMO   -4.06 eV
Max |F|   4.47 eV Å⁻¹

Last column: natural (NBO) charge in e.
Geometry (Å):
C  -1.970  -2.972  5.922  -0.731
C  -0.657  -2.281  5.824  -0.149
C  0.021  -1.661  4.458  -0.941
B  -1.146  -1.823  3.301  1.039
C  -1.038  -3.112  2.242  -1.058
O  -2.326  -0.946  3.127  -0.998
H  -1.984  -4.027  6.473  0.180
H  -3.008  -2.561  5.573  0.190
H  -0.011  -2.208  6.822  0.167
H  0.307  -0.515  4.628  0.162
H  -1.142  -2.658  1.159  0.179
H  -1.976  -3.802  2.493  0.235
H  -0.010  -3.638  2.430  0.248
H  -3.108  -1.603  3.087  0.481
C  3.163  -0.640  -2.625  -0.609
C  2.426  -0.409  -1.319  -0.408
C  0.975  -0.887  -1.332  -0.439
C  -0.058  -0.137  -2.172  -0.209
N  -0.383  1.333  -1.804  -0.218
C  0.575  2.347  -2.437  -0.220
C  0.188  2.395  -3.909  -0.418
C  -1.302  2.126  -3.954  -0.445
C  -1.711  1.708  -2.555  -0.197
C  -0.652  1.559  -0.296  -0.207
C  0.562  1.866  0.589  -0.441
C  0.805  0.837  1.688  -0.612
H  2.646  -0.171  -3.469  0.183
H  4.169  -0.215  -2.565  0.223
H  3.266  -1.711  -2.826  0.217
H  2.505  0.641  -1.046  0.187
H  2.958  -0.957  -0.529  0.235
H  0.597  -0.972  -0.310  0.243
H  0.983  -1.924  -1.697  0.241
H  -1.002  -0.682  -2.066  0.229
H  0.213  -0.169  -3.232  0.215
H  0.394  3.313  -1.956  0.225
H  1.612  2.042  -2.290  0.241
H  0.722  1.623  -4.473  0.218
H  0.447  3.355  -4.364  0.244
H  -1.536  1.340  -4.683  0.229
H  -1.861  3.018  -4.262  0.238
H  -2.404  0.862  -2.518  0.237
H  -2.164  2.564  -2.041  0.224
H  -1.244  0.705  0.054  0.247
H  -1.295  2.444  -0.232  0.218
H  0.344  2.810  1.109  0.225
H  1.480  2.061  0.035  0.209
H  -0.135  0.452  2.097  0.244
H  1.367  1.290  2.512  0.236
H  1.400  -0.006  1.338  0.207

No. 3
Below is a 2-piece molecular cluster, C9H11O3 overall in a non-equilibrium geometry, with properties calculated with wB97M-V/def2-TZVPD.

Electronic energy   -15654.5745 eV
Kohn-Sham gap   0.2058 Ha
E_HOMO   -2.55 eV
Max |F|   2.16 eV Å⁻¹
Total charge   -1

Last column: natural (NBO) charge in e.
Geometry (Å):
C  -0.875  -1.517  -3.571  -0.613
C  -1.285  -0.104  0.452  0.373
C  -1.751  0.678  -0.655  -0.366
C  -0.548  -1.335  0.242  -0.341
C  -1.588  0.101  -1.926  -0.181
C  -0.403  -1.849  -1.028  -0.210
C  -0.873  -1.081  -2.106  -0.179
O  -1.516  0.257  1.649  -0.806
H  4.046  2.430  2.799  0.480
H  -2.318  1.557  -0.401  0.201
H  -0.284  -1.882  1.117  0.193
H  -1.919  0.609  -2.817  0.176
H  0.086  -2.826  -1.096  0.186
H  0.076  -1.303  -4.068  0.189
H  -1.535  -0.963  -4.285  0.192
H  -1.291  -2.543  -3.647  0.194
C  1.210  0.925  2.585  -0.706
C  2.240  1.939  3.029  0.792
O  3.349  2.046  2.232  -0.711
O  2.085  2.752  3.909  -0.623
H  0.344  1.216  3.195  0.267
H  1.624  -0.033  2.896  0.226
H  1.125  0.925  1.496  0.265